{
  "formula": "C8H14IN2",
  "method": "ωB97M-V/def2-TZVPD",
  "total_energy_ev": -19595.0307,
  "lumo_ev": -4.52,
  "smiles": "C=C(I)[C@H](C)/C(C)=C\\C(N)=[NH2+]",
  "charge": 1,
  "species": ["C", "C", "I", "C", "C", "C", "C", "C", "C", "N", "N", "H", "H", "H", "H", "H", "H", "H", "H", "H", "H", "H", "H", "H", "H"],
  "positions_angstrom": [[1.734, -2.041, -1.587], [1.394, -1.218, -0.623], [2.931, 0.206, -0.017], [0.241, -1.089, 0.359], [-1.083, -1.630, -0.386], [-0.025, 0.109, 1.163], [-0.212, -0.364, 2.547], [-0.235, 1.340, 0.758], [-0.456, 1.996, -0.501], [-0.237, 1.324, -1.604], [-1.151, 3.170, -0.611], [2.696, -2.218, -1.928], [0.903, -2.607, -1.796], [0.552, -1.915, 1.016], [-1.929, -1.479, 0.341], [-0.783, -2.749, -0.441], [-1.321, -1.104, -1.280], [-0.429, 0.534, 3.209], [0.766, -0.802, 2.994], [-0.909, -1.184, 2.373], [-0.613, 1.952, 1.623], [0.078, 0.453, -1.455], [0.047, 1.862, -2.391], [-0.786, 3.967, -0.156], [-1.173, 3.487, -1.608]],
  "forces_ev_per_angstrom": [[-1.534, 1.016, 1.810], [2.131, 2.868, 1.207], [0.220, -0.422, -0.163], [-0.356, -2.552, -2.993], [1.102, -1.547, 3.245], [1.168, -1.834, -0.554], [1.804, 1.579, 1.677], [-2.076, 3.620, 2.105], [-1.025, -0.666, 0.482], [-1.001, 3.436, -0.122], [1.298, -0.213, -2.327], [1.423, -0.013, -0.935], [-1.373, -2.076, -1.344], [-0.468, 0.398, 0.284], [0.640, -0.522, -0.853], [-1.374, 1.831, -0.640], [0.003, -0.029, -0.886], [-0.593, -1.594, -0.488], [-1.500, 0.521, -1.037], [-0.463, 0.151, 1.192], [0.542, -0.135, -1.042], [1.775, -3.745, -0.212], [-0.033, -0.177, -1.025], [0.184, 0.740, 1.664], [-0.496, -0.632, 0.956]]
}

{
  "formula": "C5H13OPS2",
  "method": "ωB97M-V/def2-TZVPD",
  "total_energy_ev": -38402.4984,
  "lumo_ev": 0.19,
  "smiles": "CC(C)[C@@H](C)[P@@](O)(=S)S",
  "species": ["C", "C", "C", "C", "C", "P", "O", "S", "S", "H", "H", "H", "H", "H", "H", "H", "H", "H", "H", "H", "H", "H"],
  "positions_angstrom": [[1.071, 0.443, -1.431], [0.166, 1.017, -0.347], [1.109, 1.187, 0.866], [-0.936, 0.040, 0.111], [-1.887, -0.648, -0.884], [-0.204, -1.642, 1.334], [-1.495, -2.529, 1.347], [1.332, -2.965, 1.199], [-0.243, -0.788, 3.310], [1.443, -0.670, -1.279], [0.454, 0.532, -2.454], [1.993, 1.025, -1.469], [-0.220, 1.927, -0.750], [2.011, 1.716, 0.662], [1.454, 0.233, 1.033], [0.565, 1.493, 1.865], [-1.533, 0.531, 0.867], [-1.497, -1.437, -1.614], [-2.795, -1.067, -0.371], [-2.312, 0.041, -1.591], [-1.319, -3.483, 1.618], [1.031, -1.328, 3.376]],
  "forces_ev_per_angstrom": [[-0.861, -1.776, -2.326], [1.602, -2.211, 1.139], [-2.714, 1.860, 1.481], [0.315, -2.093, 0.026], [-0.434, -1.103, -0.626], [1.212, 0.871, -0.156], [-1.634, -1.958, 0.015], [-0.938, 1.711, -0.319], [1.260, -0.720, -0.530], [-1.140, 2.114, -0.137], [1.778, -0.453, 1.915], [-0.197, 0.141, -0.409], [-0.715, 0.744, 0.131], [0.356, 1.133, -0.138], [0.906, -2.357, 0.677], [1.235, -0.171, -2.081], [-0.153, -0.008, 0.442], [0.059, 0.818, 1.503], [1.112, 0.169, -0.286], [-0.102, 0.980, -0.212], [-0.053, 1.757, -0.507], [-0.895, 0.551, 0.398]]
}

{
  "formula": "C4H6O2",
  "method": "ωB97M-V/def2-TZVPD",
  "total_energy_ev": -8338.6964,
  "lumo_ev": 0.86,
  "smiles": "C[C@@]1(C=O)CO1",
  "species": ["C", "C", "C", "O", "C", "O", "H", "H", "H", "H", "H", "H"],
  "positions_angstrom": [[-0.868, -1.129, -0.157], [0.103, -0.025, 0.165], [1.558, -0.274, -0.105], [1.970, -1.127, -0.851], [-0.277, 1.399, 0.162], [-0.105, 0.699, 1.375], [-0.917, -1.836, 0.678], [-1.873, -0.737, -0.334], [-0.529, -1.670, -1.044], [2.236, 0.421, 0.434], [0.470, 2.168, -0.042], [-1.302, 1.654, -0.101]],
  "forces_ev_per_angstrom": [[-0.048, -0.004, -0.019], [-0.026, -0.218, -0.156], [0.124, -0.261, -0.272], [-0.160, 0.333, 0.350], [-0.038, 0.249, -0.202], [-0.010, 0.000, 0.234], [0.061, 0.093, -0.123], [0.158, -0.039, 0.053], [-0.054, 0.093, 0.107], [-0.039, -0.065, -0.040], [-0.108, -0.116, 0.029], [0.140, -0.064, 0.041]]
}

{
  "formula": "CN4O9",
  "method": "ωB97M-V/def2-TZVPD",
  "total_energy_ev": -25407.1193,
  "lumo_ev": [-3.81, -3.83],
  "species": ["C", "N", "N", "N", "N", "O", "O", "O", "O", "O", "O", "O", "O", "O"],
  "positions_angstrom": [[0.581, 0.189, -0.158], [0.409, -0.954, -1.264], [1.066, 1.393, -0.656], [1.071, -0.164, 1.236], [-2.245, -0.287, 0.618], [-0.277, -0.562, -2.159], [0.872, -1.979, -1.028], [2.104, 1.082, -1.281], [0.537, 2.431, -0.570], [0.603, -1.151, 1.704], [1.802, 0.630, 1.689], [-3.273, 0.170, 0.890], [-1.947, -1.418, 0.332], [-1.302, 0.621, 0.646]],
  "forces_ev_per_angstrom": [[-3.959, -2.413, 2.220], [-1.816, 3.474, 0.801], [2.225, -0.173, -2.517], [-1.407, -1.173, -1.650], [2.006, -2.153, -1.071], [-0.034, 0.101, -0.573], [1.581, -2.748, 0.572], [-0.812, 0.518, 0.905], [-0.672, 1.433, 0.462], [0.048, -0.615, 0.265], [1.844, 1.785, 1.248], [-3.535, 1.031, 1.012], [-0.021, -0.585, -0.239], [4.553, 1.517, -1.437]]
}

{
  "formula": "C3H4OS",
  "method": "ωB97M-V/def2-TZVPD",
  "total_energy_ev": -16051.9898,
  "lumo_ev": -0.08,
  "species": ["C", "C", "C", "H", "H", "H", "H", "O", "S"],
  "positions_angstrom": [[1.840, 0.274, -0.215], [0.531, 0.159, 0.348], [-1.761, -0.424, -0.046], [2.546, -0.704, -1.330], [2.204, 1.222, 0.128], [-0.339, 0.935, 0.898], [-2.687, -0.931, 0.822], [-2.024, 0.788, -0.455], [-0.309, -1.319, -0.149]],
  "forces_ev_per_angstrom": [[-3.299, -1.431, 0.024], [2.302, 0.606, -2.136], [-6.269, 4.319, 1.069], [-2.299, 3.050, 3.689], [1.568, 0.204, -0.521], [3.783, -1.867, -1.436], [2.526, 1.150, -2.937], [1.724, -6.147, 1.867], [-0.036, 0.117, 0.381]]
}

{
  "formula": "C5H20HgN4O6",
  "method": "ωB97M-V/def2-TZVPD",
  "total_energy_ev": -27920.1396,
  "lumo_ev": -5.16,
  "species": ["Hg", "C", "C", "O", "H", "H", "H", "H", "H", "C", "O", "H", "H", "H", "C", "O", "N", "N", "H", "H", "H", "H", "C", "O", "N", "N", "H", "H", "H", "H", "O", "H", "H", "O", "H", "H"],
  "positions_angstrom": [[-0.853, 0.119, -1.059], [4.316, -3.579, -2.054], [2.998, -4.254, -1.818], [2.009, -3.525, -1.202], [4.218, -2.531, -2.340], [4.835, -4.087, -2.866], [4.920, -3.473, -1.153], [3.255, -5.168, -1.283], [2.593, -4.578, -2.777], [-1.390, 5.781, -1.496], [-1.881, 4.527, -1.051], [-0.305, 5.877, -1.451], [-1.693, 5.920, -2.534], [-1.868, 6.569, -0.916], [-5.172, -1.010, 2.529], [-4.093, -1.143, 2.070], [-5.654, -1.651, 3.522], [-6.023, -0.217, 1.980], [-6.485, -1.473, 4.068], [-5.201, -2.530, 3.730], [-6.970, -0.215, 2.331], [-5.749, 0.452, 1.275], [3.838, 1.124, 3.153], [3.059, 1.170, 2.224], [3.482, 1.060, 4.413], [5.104, 1.345, 3.104], [4.182, 0.818, 5.099], [2.512, 1.221, 4.641], [5.510, 1.392, 2.180], [5.525, 1.211, 4.012], [-3.640, -0.904, -3.637], [-4.522, -0.535, -3.579], [-3.727, -1.638, -4.245], [0.799, 1.137, -4.643], [1.352, 0.737, -5.314], [0.717, 2.052, -4.912]],
  "forces_ev_per_angstrom": [[0.050, 0.001, -0.022], [0.455, 1.217, -0.204], [-0.577, 1.788, 0.847], [1.024, -0.861, -0.388], [-0.432, 0.028, -0.366], [0.343, -0.087, 0.245], [0.137, -0.617, 0.072], [-0.612, -0.827, 0.353], [-0.434, -0.511, -0.544], [-1.536, -1.719, 1.709], [1.063, 1.590, -0.991], [0.354, -0.260, -0.123], [0.018, -0.098, -0.630], [0.120, 0.341, 0.015], [0.701, 0.958, -1.746], [4.318, -1.007, -1.110], [-1.382, -4.402, 5.351], [-4.098, 3.800, -2.003], [0.193, 0.266, -0.565], [0.090, 0.316, 0.227], [0.186, 0.363, -0.423], [0.005, -0.288, 0.263], [-2.978, 0.964, -1.621], [-0.429, -0.253, -0.807], [-2.170, -0.772, 3.632], [4.193, 0.136, -1.136], [-0.868, 0.186, 0.259], [0.342, -0.441, 0.201], [0.622, -0.182, 0.580], [1.291, 0.369, -1.113], [0.178, 0.080, 0.092], [-0.205, 0.134, 0.065], [0.044, -0.206, -0.140], [-0.079, -0.108, 0.161], [0.140, -0.151, -0.137], [-0.066, 0.252, -0.003]]
}